Entry 1:
{"formula": "C32H28AsN4O4S3Ta", "method": "ωB97M-V with the def2-TZVPD basis set", "total_energy_ha": -5243.0705, "charge": 2, "homo_lumo_gap_ev": 6.713, "species": ["Ta", "S", "C", "C", "C", "C", "C", "C", "As", "C", "C", "C", "C", "C", "C", "C", "C", "C", "C", "C", "C", "H", "H", "H", "H", "H", "H", "H", "H", "H", "H", "H", "H", "H", "H", "N", "N", "C", "N", "S", "H", "H", "H", "H", "H", "S", "C", "C", "C", "C", "C", "C", "H", "H", "H", "H", "H", "O", "C", "O", "C", "C", "C", "C", "C", "C", "N", "O", "O", "H", "H", "H", "H"], "coordinates": [[0.406642, 0.168575, -0.141028], [-1.204753, 1.425085, -1.405416], [-2.208119, 2.235396, -0.175236], [-2.762575, 3.473209, -0.465390], [-3.583547, 4.085943, 0.472348], [-3.870283, 3.462872, 1.678899], [-3.337285, 2.211330, 1.960844], [-2.503569, 1.605394, 1.036455], [-1.761216, -0.168740, 1.154336], [-3.118581, -1.153924, 0.189278], [-2.912367, -1.604407, -1.108442], [-3.974365, -2.139906, -1.823821], [-5.228193, -2.232164, -1.238518], [-5.425507, -1.796163, 0.065778], [-4.373943, -1.248103, 0.779865], [-1.919561, -0.801994, 2.956021], [-2.156717, -2.156195, 3.167550], [-2.132036, -2.658174, 4.461093], [-1.869207, -1.813932, 5.533036], [-1.625118, -0.462722, 5.318237], [-1.631023, 0.044556, 4.025525], [-2.565036, 3.948249, -1.418472], [-4.018976, 5.050888, 0.248562], [-4.517021, 3.946062, 2.399388], [-3.583408, 1.701990, 2.883030], [-1.938873, -1.549716, -1.579369], [-3.822719, -2.473161, -2.842023], [-6.056946, -2.638448, -1.803356], [-6.403385, -1.872980, 0.522159], [-4.526888, -0.885685, 1.788134], [-2.384854, -2.802667, 2.330124], [-2.328700, -3.708176, 4.635503], [-1.865760, -2.206588, 6.541645], [-1.442624, 0.197743, 6.155998], [-1.436175, 1.097945, 3.852858], [1.201039, -0.447038, 2.374943], [1.577478, -1.771392, 2.592075], [1.293501, -2.736762, 1.718518], [1.714709, -3.963660, 1.991578], [0.400577, -2.472161, 0.298565], [2.023614, 0.153922, 2.382005], [0.575990, -0.162921, 3.128148], [2.126062, -1.982872, 3.414002], [2.217574, -4.196365, 2.833960], [1.468190, -4.716723, 1.369358], [1.239121, 2.143053, 0.848931], [1.936691, 3.233665, -0.376593], [2.019090, 2.950538, -1.736152], [2.634699, 3.858202, -2.585798], [3.169018, 5.037251, -2.086270], [3.085583, 5.312674, -0.728308], [2.469500, 4.417213, 0.129705], [1.608527, 2.045918, -2.165539], [2.695957, 3.634815, -3.642881], [3.646293, 5.741791, -2.754762], [3.507513, 6.226974, -0.331885], [2.390499, 4.639113, 1.186437], [2.461892, -0.452311, -0.441931], [2.188721, -0.738079, -1.650951], [0.955639, -0.498964, -2.012991], [3.153525, -1.290408, -2.586563], [4.272726, -1.978437, -2.114476], [5.170977, -2.521888, -3.014743], [4.977685, -2.346632, -4.380041], [3.871542, -1.643012, -4.819604], [2.939990, -1.123041, -3.951647], [3.678198, -1.428643, -6.273608], [2.738628, -0.737406, -6.604860], [4.471484, -1.956159, -7.016513], [4.424806, -2.089806, -1.048579], [6.031061, -3.069436, -2.655800], [5.668022, -2.752988, -5.106455], [2.076568, -0.599422, -4.336865]], "forces_ev_per_a": [[1.6, 0.5, 0.7], [0.5, -0.5, 0.2], [0.0, 0.0, 0.1], [0.0, 0.0, -0.1], [-0.1, 0.0, 0.0], [0.0, 0.0, 0.0], [0.0, -0.1, 0.0], [0.2, 0.0, 0.0], [-2.2, 0.0, 0.2], [0.2, 0.0, 0.0], [0.0, -0.1, 0.0], [0.0, 0.0, 0.0], [0.0, 0.0, 0.0], [-0.1, 0.0, 0.0], [0.1, 0.0, 0.0], [0.5, 0.0, 0.0], [-0.1, 0.0, 0.0], [0.0, 0.0, 0.0], [0.0, 0.0, 0.0], [0.0, 0.0, 0.0], [0.0, 0.0, 0.0], [0.0, 0.0, 0.0], [0.0, 0.0, 0.0], [0.0, 0.0, 0.0], [0.0, 0.1, 0.1], [0.0, 0.1, 0.0], [0.0, 0.0, 0.0], [0.0, 0.0, 0.0], [0.0, 0.0, 0.0], [-0.1, 0.0, 0.0], [0.0, -0.1, 0.0], [0.0, 0.0, 0.0], [0.0, 0.0, 0.0], [0.0, 0.0, 0.0], [0.0, 0.0, 0.0], [0.0, 0.4, -0.7], [0.2, -0.1, 0.1], [-0.1, 0.0, -0.1], [0.0, 0.0, 0.0], [-0.4, 0.0, -0.3], [0.1, 0.0, 0.0], [-0.1, 0.1, 0.0], [0.0, 0.1, 0.1], [0.0, 0.0, 0.0], [0.0, 0.0, 0.0], [-0.1, -0.5, -0.1], [-0.1, 0.1, 0.0], [0.0, 0.0, -0.1], [0.0, 0.0, 0.0], [0.0, 0.0, 0.0], [0.0, 0.0, 0.0], [-0.1, 0.0, 0.0], [0.0, 0.0, 0.1], [0.0, 0.0, 0.0], [0.0, 0.0, 0.0], [0.0, 0.0, 0.0], [0.0, 0.0, 0.0], [-0.3, -0.1, -0.3], [0.2, 0.0, -0.3], [0.1, 0.1, 0.3], [-0.1, 0.0, 0.0], [0.1, 0.0, 0.0], [0.0, 0.1, 0.0], [0.0, -0.1, 0.0], [0.0, 0.0, 0.0], [-0.2, 0.0, -0.1], [0.0, 0.0, -0.1], [0.0, 0.0, 0.1], [0.0, 0.0, 0.0], [0.0, 0.0, 0.0], [0.0, 0.0, 0.0], [0.0, 0.0, 0.0], [0.0, 0.0, 0.0]]}

Entry 2:
{"formula": "C32H28AuF10P", "method": "ωB97M-V with the def2-TZVPD basis set", "total_energy_ha": -2711.8375, "multiplicity": 3, "homo_lumo_gap_ev": [7.864, 6.982], "s_squared": 2.01, "species": ["Au", "C", "C", "C", "C", "H", "H", "H", "H", "H", "H", "H", "H", "H", "C", "H", "H", "H", "F", "C", "F", "F", "C", "C", "C", "C", "C", "C", "P", "C", "C", "C", "C", "C", "C", "C", "F", "F", "F", "C", "C", "C", "C", "C", "C", "C", "F", "F", "F", "H", "H", "H", "H", "H", "H", "H", "H", "H", "H", "H", "H", "F", "C", "C", "C", "C", "C", "C", "H", "H", "H", "H"], "coordinates": [[1.061371, -2.486944, 0.499000], [5.205159, -2.858885, -1.248937], [3.822973, -2.235174, -1.009495], [3.981591, -0.946407, -0.203063], [2.944026, -3.260234, -0.310698], [5.849534, -2.164257, -1.790995], [5.125923, -3.783776, -1.822054], [5.680275, -3.089748, -0.292853], [3.388867, -1.991763, -1.984831], [4.307366, -1.181235, 0.814601], [3.034395, -0.410941, -0.141355], [4.723729, -0.285739, -0.656549], [3.442415, -3.663708, 0.574576], [2.669715, -4.081750, -0.972067], [1.122409, -2.228935, 2.685538], [1.389486, -3.189274, 3.120804], [0.121656, -1.923289, 2.988123], [1.858051, -1.465701, 2.934421], [0.246308, 3.430521, -5.681503], [-0.011794, 2.118528, -5.522389], [-1.234055, 1.894630, -6.050904], [0.874244, 1.439481, -6.270442], [0.033674, 1.716927, -4.076283], [0.702295, 0.572308, -3.677576], [0.696777, 0.217458, -2.335640], [0.033491, 0.997414, -1.393735], [-0.636157, 2.145651, -1.813349], [-0.638838, 2.504894, -3.148422], [0.141339, 0.453726, 0.362225], [0.625572, 2.039261, 1.166161], [-0.261786, 3.053084, 1.518812], [0.204921, 4.229506, 2.079875], [1.565021, 4.393115, 2.305347], [2.460402, 3.385323, 1.981407], [1.985733, 2.211618, 1.418779], [2.057290, 5.653901, 2.955560], [2.063196, 5.543508, 4.301331], [1.280535, 6.709542, 2.652808], [3.313351, 5.956533, 2.583375], [-1.608425, 0.319300, 0.865103], [-2.642749, 0.097422, -0.037127], [-3.922736, -0.177594, 0.419370], [-4.171112, -0.229077, 1.781416], [-3.149149, -0.002538, 2.694584], [-1.871953, 0.259688, 2.235166], [-5.542871, -0.570915, 2.284337], [-5.672343, -1.897433, 2.509837], [-5.816142, 0.050162, 3.449771], [-6.503703, -0.226270, 1.407954], [1.226157, -0.028374, -4.408519], [1.218593, -0.678197, -2.014808], [-1.159161, 2.766782, -1.098959], [-1.153188, 3.399206, -3.476226], [-1.326734, 2.920805, 1.371871], [-0.481140, 5.025635, 2.336146], [3.517101, 3.518282, 2.170837], [2.678052, 1.418363, 1.165964], [-2.451776, 0.127844, -1.101447], [-4.724460, -0.359071, -0.284493], [-3.350773, -0.039550, 3.756901], [-1.067794, 0.422201, 2.944414], [-4.860189, -3.533246, -1.039091], [-3.553521, -3.377148, -0.743618], [-2.676113, -3.060024, -1.760495], [-1.337159, -2.854295, -1.447338], [-0.897520, -2.980883, -0.138031], [-1.794662, -3.344748, 0.859488], [-3.139844, -3.532601, 0.565090], [-3.039262, -2.972420, -2.776556], [-0.648597, -2.602116, -2.245633], [-1.455117, -3.481922, 1.878776], [-3.852142, -3.796414, 1.335717]], "forces_ev_per_a": [[0.1, 0.0, 0.0], [-0.1, 0.0, -0.1], [0.1, 0.1, 0.1], [0.0, -0.1, -0.1], [0.0, -0.1, -0.1], [0.0, 0.0, 0.0], [0.0, 0.0, 0.0], [0.0, 0.0, 0.0], [0.0, 0.0, 0.0], [0.0, 0.0, 0.0], [0.0, 0.0, 0.0], [0.0, 0.0, 0.0], [-0.1, 0.0, 0.1], [-0.1, 0.0, 0.0], [-0.1, -0.1, 0.1], [0.0, 0.0, -0.1], [0.0, 0.0, -0.1], [0.0, 0.0, -0.2], [0.0, -0.1, 0.0], [0.0, 0.0, -0.1], [0.1, 0.0, 0.0], [-0.1, 0.1, 0.0], [0.0, 0.0, 0.0], [0.0, 0.1, -0.1], [0.0, 0.0, 0.1], [0.1, -0.2, 0.1], [0.0, 0.0, -0.1], [0.0, 0.0, 0.0], [-0.1, 0.4, -0.1], [0.1, -0.2, 0.0], [0.0, 0.0, 0.0], [0.0, 0.0, 0.0], [0.0, 0.0, 0.0], [0.0, 0.0, 0.0], [0.0, 0.0, -0.1], [0.0, 0.0, 0.1], [0.0, 0.0, -0.1], [0.1, 0.0, 0.0], [-0.1, 0.0, 0.0], [0.1, -0.1, 0.0], [0.1, 0.0, 0.0], [-0.1, 0.0, 0.0], [0.0, 0.1, 0.0], [0.0, 0.0, 0.0], [0.0, 0.0, 0.0], [-0.1, 0.0, 0.0], [0.0, 0.1, 0.0], [0.0, -0.1, -0.1], [0.1, -0.1, 0.1], [0.0, 0.0, 0.0], [0.0, 0.0, 0.0], [0.0, 0.0, 0.1], [0.0, 0.0, 0.0], [0.0, 0.0, 0.0], [0.0, 0.0, 0.0], [0.0, 0.0, 0.0], [0.0, 0.0, 0.0], [0.0, 0.0, 0.0], [0.0, 0.0, 0.0], [0.0, 0.0, 0.0], [0.0, 0.0, 0.0], [-0.1, 0.0, 0.0], [0.1, 0.0, 0.0], [-0.1, 0.0, 0.0], [0.1, 0.0, -0.1], [0.3, 0.0, 0.2], [-0.1, 0.0, 0.0], [0.0, 0.0, 0.0], [0.0, 0.0, 0.0], [0.0, 0.0, 0.0], [0.0, 0.0, 0.0], [0.0, 0.0, 0.0]]}

Entry 3:
{"formula": "C32H28BrF4N7P2PtS2", "method": "ωB97M-V with the def2-TZVPD basis set", "total_energy_ha": -6190.7350, "charge": 2, "homo_lumo_gap_ev": [3.524, 3.316], "species": ["Pt", "F", "C", "C", "F", "C", "F", "C", "P", "C", "C", "C", "C", "C", "C", "C", "C", "C", "C", "C", "C", "C", "Br", "C", "F", "H", "H", "H", "H", "H", "H", "H", "H", "H", "H", "S", "C", "C", "N", "C", "S", "C", "N", "C", "N", "C", "N", "C", "N", "C", "P", "C", "C", "H", "H", "H", "H", "H", "H", "H", "H", "H", "H", "H", "H", "C", "N", "C", "C", "N", "C", "H", "H", "H", "H", "H", "H"], "coordinates": [[0.709342, -0.279767, 0.365546], [-2.351477, -6.559984, -1.133408], [-1.635487, -5.628315, -0.558176], [-0.735742, -5.946177, 0.448195], [-0.586753, -7.189485, 0.842037], [-0.000595, -4.935766, 1.050037], [0.813694, -5.273573, 2.041144], [-0.118245, -3.599707, 0.676002], [0.897802, -2.322304, 1.505195], [2.597355, -2.936002, 1.623632], [3.058913, -3.582202, 2.770994], [4.368732, -4.027308, 2.827544], [5.223573, -3.832637, 1.751044], [4.771141, -3.184180, 0.610465], [3.464705, -2.729191, 0.549149], [0.260750, -2.215353, 3.184226], [-0.922378, -2.825132, 3.591169], [-1.358471, -2.667530, 4.897130], [-0.623891, -1.905838, 5.793676], [0.546475, -1.277623, 5.384146], [0.983000, -1.419950, 4.080332], [-1.035589, -3.310895, -0.328905], [-1.408536, -1.545158, -0.904291], [-1.783896, -4.301309, -0.938514], [-2.656212, -3.986941, -1.883133], [2.396480, -3.753437, 3.607253], [4.719592, -4.534371, 3.716237], [6.243153, -4.190818, 1.799141], [5.435469, -3.034645, -0.230314], [3.117570, -2.220343, -0.338763], [-1.491138, -3.439865, 2.904102], [-2.272048, -3.153092, 5.213383], [-0.964510, -1.807370, 6.815730], [1.119038, -0.685581, 6.085383], [1.897661, -0.935313, 3.755481], [-0.119277, 1.863164, -0.611187], [0.661366, 1.936531, -2.088270], [0.373214, 3.097453, -2.864720], [0.128926, 4.064449, -3.438400], [1.578742, 0.970542, -2.597589], [2.051023, -0.406743, -1.793579], [2.164680, 1.199578, -3.879464], [2.642255, 1.386888, -4.908992], [-4.017140, 0.478063, 3.609204], [-2.594164, 0.605405, 3.281247], [-2.149099, 1.959822, 3.608086], [-2.948507, 2.978016, 2.952052], [-4.353846, 2.812181, 3.310642], [-4.814722, 1.482975, 2.923764], [-4.901256, 1.295162, 1.503362], [-3.194459, 1.399453, 0.644741], [-2.352440, 0.266611, 1.899917], [-2.744942, 3.023945, 1.527739], [-4.141434, 0.601050, 4.685698], [-4.363491, -0.518457, 3.328421], [-1.104327, 2.069914, 3.300103], [-2.218394, 2.092492, 4.688660], [-4.955712, 3.571156, 2.811146], [-4.464082, 2.922006, 4.389455], [-5.537183, 2.061196, 1.057474], [-5.327238, 0.316524, 1.272645], [-1.280114, 0.287382, 1.670388], [-2.701602, -0.756182, 1.719232], [-3.354705, 3.818590, 1.093354], [-1.697805, 3.252135, 1.308017], [3.203080, 3.859910, 3.255979], [3.051846, 2.571133, 2.594580], [4.011176, 1.600139, 2.476142], [3.427657, 0.545994, 1.841471], [2.123410, 0.877861, 1.574890], [1.925282, 2.100837, 2.045875], [4.227863, 4.207153, 3.158041], [2.965201, 3.773996, 4.315084], [2.540668, 4.589059, 2.796746], [5.014257, 1.729169, 2.844890], [3.849234, -0.402139, 1.552736], [1.007038, 2.661116, 1.990248]], "forces_ev_per_a": [[-0.5, 0.2, 0.3], [-0.1, -0.1, -0.1], [0.1, 0.1, 0.1], [0.0, 0.1, 0.0], [0.0, -0.1, 0.0], [0.0, 0.2, 0.0], [0.0, -0.1, 0.0], [0.1, 0.2, -0.1], [0.3, 0.4, 0.1], [-0.1, 0.2, -0.1], [-0.1, 0.0, -0.1], [0.0, 0.0, 0.0], [0.0, 0.0, 0.0], [0.0, 0.0, -0.1], [-0.1, -0.1, 0.0], [0.0, 0.3, -0.1], [0.1, 0.0, -0.1], [-0.1, 0.0, 0.0], [-0.1, 0.0, 0.0], [0.0, 0.0, 0.0], [0.0, 0.0, -0.1], [-0.1, -0.2, -0.1], [0.7, 0.5, 0.4], [0.0, 0.2, 0.0], [0.0, -0.1, 0.0], [0.0, 0.0, 0.0], [0.0, 0.0, 0.0], [0.0, 0.0, 0.0], [0.0, 0.0, 0.0], [0.0, -0.1, 0.0], [0.0, 0.0, 0.0], [0.0, 0.0, 0.0], [0.0, 0.0, 0.0], [0.0, 0.0, 0.0], [0.0, 0.0, 0.1], [0.8, -0.8, -0.5], [-1.3, 0.7, 1.2], [0.0, 0.2, -0.2], [0.0, -0.1, 0.0], [1.1, -1.7, 0.2], [-0.3, 0.8, -1.0], [0.1, 0.3, -0.2], [0.0, 0.0, 0.1], [0.1, 0.1, -0.3], [0.2, -0.3, 0.5], [-0.2, -0.2, -0.3], [0.2, 0.7, 0.6], [0.2, -0.4, -0.4], [-0.5, 0.0, 0.4], [0.1, -0.1, -0.6], [0.0, 0.3, 0.8], [-0.2, 0.1, -0.4], [0.0, -0.5, -0.6], [0.0, 0.0, 0.0], [0.0, 0.0, 0.0], [0.0, 0.0, 0.1], [0.0, 0.0, 0.0], [0.0, 0.0, 0.0], [0.0, 0.0, 0.0], [-0.1, 0.0, 0.0], [0.0, 0.0, 0.0], [0.0, 0.0, 0.3], [0.1, 0.0, 0.0], [0.1, 0.0, 0.0], [0.0, 0.1, 0.1], [0.0, 0.3, 0.2], [-0.1, -0.2, -0.1], [0.0, -0.2, 0.0], [0.1, 0.0, 0.0], [-1.0, -0.8, -0.4], [0.0, 0.0, 0.0], [0.0, -0.1, -0.1], [0.0, 0.0, 0.0], [0.0, 0.0, 0.0], [0.0, 0.0, 0.0], [0.0, 0.0, 0.0], [0.0, 0.0, 0.1]]}